Formula: C16H9Cl2F3NO4S2
Source: the OMol25 dataset
Level of theory: ωB97M-V/def2-TZVPD

Summary:
HOMO level   -3.40 eV
Energy relative to the best compared isomer or geometry (same formula, charge and spin)   0.0 kcal/mol
Electronic energy   -81286.533 eV
SMILES   O=C1C2=C[C@@H]([C@@H](Cl)S(=O)(=O)c3ccc(Cl)cc3)C=CC2=C([O-])N1SC(F)(F)F
E_LUMO   2.27 eV
HOMO-LUMO gap   5.67 eV
Charge   -1

Each line ends with the natural charge from an NBO analysis.
Atoms and positions in Å:
O (-0.485, -3.575, 0.603)  -0.581
C (0.461, -2.945, 1.050)  0.693
C (1.251, -1.842, 0.468)  -0.138
C (1.088, -1.350, -0.775)  -0.227
C (1.783, -0.062, -1.045)  -0.334
C (0.615, 0.894, -0.583)  -0.357
Cl (0.883, 1.732, 0.937)  0.017
S (0.354, 2.278, -1.973)  2.076
O (0.685, 1.627, -3.227)  -0.948
O (0.978, 3.536, -1.639)  -0.944
C (-1.435, 2.663, -2.006)  -0.294
C (-2.361, 1.626, -2.047)  -0.188
C (-3.735, 1.913, -2.020)  -0.218
C (-4.158, 3.250, -2.002)  -0.049
Cl (-5.831, 3.612, -1.891)  0.013
C (-3.222, 4.295, -2.033)  -0.229
C (-1.849, 3.993, -2.017)  -0.175
C (3.048, 0.133, -0.245)  -0.306
C (3.287, -0.577, 0.887)  -0.136
C (2.323, -1.506, 1.304)  -0.359
C (2.317, -2.422, 2.452)  0.655
O (3.143, -2.585, 3.331)  -0.627
N (1.087, -3.154, 2.308)  -0.626
S (1.022, -4.826, 2.828)  0.408
C (0.188, -4.476, 4.363)  0.807
F (0.209, -5.648, 5.085)  -0.343
F (-1.113, -4.108, 4.180)  -0.327
F (0.796, -3.506, 5.092)  -0.312
H (0.313, -1.735, -1.425)  0.210
H (1.966, 0.071, -2.112)  0.250
H (-0.386, 0.436, -0.598)  0.229
H (-2.023, 0.593, -2.075)  0.234
H (-4.469, 1.111, -1.995)  0.230
H (-3.559, 5.329, -2.042)  0.227
H (-1.118, 4.797, -1.996)  0.251
H (3.750, 0.876, -0.622)  0.202
H (4.196, -0.446, 1.480)  0.216

Cartesian forces, eV/Å:
O 1.07 0.72 0.60
C -0.21 -0.16 -0.20
C -0.37 -0.39 -1.22
C 0.09 -0.82 0.38
C -0.70 0.22 0.27
C -0.21 2.29 -1.66
Cl -0.35 -0.10 -0.05
S -0.35 -0.35 0.37
O -0.29 0.16 0.26
O 0.22 -0.10 0.03
C 0.25 -0.22 -0.02
C -0.54 0.23 0.11
C 0.33 0.32 -0.01
C 1.42 -0.24 0.00
Cl -0.49 0.10 -0.06
C 0.27 -0.60 0.05
C -0.60 -0.04 0.08
C 0.55 -0.17 -0.17
C 0.20 0.58 -0.30
C -0.17 -1.42 2.31
C 1.24 2.03 -1.64
O -0.64 -0.41 0.02
N -0.90 -2.97 0.37
S 0.23 1.57 0.00
C -0.10 -0.07 0.56
F -0.28 1.00 -0.29
F 0.96 -0.25 0.52
F -0.83 -0.93 -0.43
H 0.05 0.08 -0.14
H -0.17 0.26 0.11
H 0.61 -0.03 0.25
H -0.12 0.15 -0.02
H 0.17 0.18 -0.04
H 0.05 -0.22 0.03
H -0.04 -0.20 0.01
H -0.09 -0.24 0.12
H -0.26 0.04 -0.25